{"formula": "C4H11BrN2", "method": "wB97M-V/def2-TZVPD", "smiles": "CC(C)CN(N)Br", "homo_ev": -9.5, "e_lumo_ev": 0.10, "e_tot_ev": -77345.7640, "e_above_lowest_kcal_mol": 28.7, "spin_multiplicity": 1, "gap_ev": 9.606, "elements": ["C", "C", "C", "C", "N", "N", "Br", "H", "H", "H", "H", "H", "H", "H", "H", "H", "H", "H"], "positions_angstrom": [[0.84769, -0.86349, 1.17493], [1.79528, -0.17428, -1.12045], [-0.73994, -0.30203, -0.51926], [0.70035, 0.02530, -0.03325], [-1.45597, 1.72043, 0.35594], [-1.63159, 0.21066, 0.56560], [-3.44655, -0.50346, 0.08157], [0.84933, -1.86007, 0.98179], [1.73805, -0.55008, 1.86549], [0.07296, -0.87829, 1.92166], [1.84720, -1.16144, -1.27976], [2.74011, 0.19556, -0.59057], [1.45577, 0.31704, -1.92439], [-0.89388, 0.17754, -1.43116], [-1.03184, -1.38775, -0.75285], [0.85224, 0.95173, 0.39793], [-1.51770, 2.01182, -0.62038], [-2.18150, 2.07080, 0.92716]]}